[1]
ORCA calculation (ωB97M-V/def2-TZVPD) on C22H27IN2NiOSSi as an isolated structure.

For the energy, the calculation gives -96136.812 eV. The calculation puts the energy above the lowest of the compared OMol25 structures with the same formula, charge and spin at 0.300 eV. The total charge is 0. The HOMO energy (spin up / spin down) is -7.221 / -7.220 eV.

XYZ file:
```
56
C22H27IN2NiOSSi ωB97M-V/def2-TZVPD
Ni 1.102 0.092 -0.700
C 3.885 -0.045 -2.868
C 3.994 -0.416 -1.421
C 5.196 -0.808 -0.853
C 5.212 -1.195 0.487
C 4.059 -1.242 1.239
C 2.847 -0.894 0.614
N 2.883 -0.440 -0.684
N 1.580 -0.938 1.071
Si 1.048 -2.046 2.273
C 1.660 -3.780 1.922
C -0.821 -2.100 2.272
C 1.596 -1.566 4.004
H 4.651 0.678 -3.145
H 2.905 0.376 -3.082
H 4.021 -0.940 -3.477
H 6.100 -0.801 -1.445
H 6.154 -1.474 0.946
H 4.070 -1.546 2.276
H 1.303 -4.121 0.947
H 1.297 -4.479 2.679
H 2.750 -3.831 1.913
H -1.204 -2.418 1.301
H -1.275 -1.137 2.517
H -1.158 -2.823 3.019
H 2.650 -1.792 4.181
H 1.014 -2.108 4.754
H 1.453 -0.497 4.173
O -0.763 0.022 -1.379
S -1.885 0.037 -0.360
C -3.371 -0.061 -1.334
C -3.281 -0.129 -2.714
C -4.453 -0.237 -3.452
C -5.681 -0.278 -2.810
C -5.751 -0.218 -1.423
C -4.591 -0.115 -0.674
C -1.974 1.715 0.207
C -1.374 1.964 1.432
C -1.258 3.277 1.871
C -1.736 4.311 1.082
C -2.332 4.047 -0.148
C -2.452 2.743 -0.596
H -2.309 -0.099 -3.188
H -4.402 -0.290 -4.532
H -6.591 -0.364 -3.389
H -6.710 -0.257 -0.925
H -4.633 -0.071 0.408
H -0.973 1.144 2.016
H -0.783 3.488 2.819
H -1.639 5.334 1.421
H -2.695 4.861 -0.761
H -2.902 2.526 -1.556
I 2.985 2.969 -1.518
C 1.198 1.785 -1.647
H 0.894 1.806 -2.692
H 0.488 2.380 -1.070
```

***

[2]
ORCA calculation (ωB97M-V/def2-TZVPD) on a 4-piece molecular cluster, C18H29O12S3 overall in a non-equilibrium geometry.

For the energy, the calculation gives -76203.726 eV. The total charge is -1. The HOMO energy is -4.093 eV.

XYZ file:
```
62
C18H29O12S3 ωB97M-V/def2-TZVPD
C -0.188 -5.557 2.782
C 0.045 -6.240 1.669
C 0.313 -6.746 0.172
C -0.377 -5.720 -0.913
O 0.654 -5.119 -1.780
O 0.463 -3.787 -1.885
O 1.718 -6.856 -0.203
C 2.601 -6.448 0.850
O 2.958 -5.227 1.068
C -0.303 -8.265 0.043
O -1.491 -8.520 -0.388
O 0.506 -9.388 0.392
H -0.679 -5.038 3.695
H -1.166 -6.271 -1.553
H -0.907 -4.829 -0.397
H 0.755 -3.393 -1.021
H 3.078 -7.274 1.522
C -0.083 0.337 2.894
C -1.562 0.004 3.097
C -2.006 -0.852 1.911
S -0.547 -1.719 1.344
O -0.219 -1.249 0.016
O -0.676 -3.124 1.654
C 0.586 -0.974 2.503
H 0.365 0.762 3.795
H 0.024 1.068 2.086
H -1.683 -0.563 4.027
H -2.171 0.907 3.182
H -2.768 -1.578 2.201
H -2.374 -0.236 1.088
H 1.561 -0.837 2.035
H 0.672 -1.644 3.363
C 1.470 1.169 -4.484
C 0.241 0.409 -3.984
C -0.022 0.857 -2.546
S 0.614 2.523 -2.417
O 1.730 2.520 -1.497
O -0.494 3.446 -2.286
C 1.251 2.621 -4.080
H 1.598 1.068 -5.564
H 2.370 0.777 -3.998
H -0.622 0.659 -4.611
H 0.384 -0.673 -4.040
H -1.088 0.858 -2.313
H 0.515 0.234 -1.828
H 2.165 3.214 -4.095
H 0.486 3.092 -4.703
C 0.060 7.253 1.074
C -0.051 6.516 -0.262
C -0.306 5.040 0.047
S -1.145 4.998 1.626
O -0.280 4.355 2.590
O -2.518 4.588 1.426
C -1.107 6.757 1.917
H 0.029 8.337 0.943
H 1.008 6.997 1.559
H -0.893 6.924 -0.833
H 0.849 6.642 -0.869
H -0.935 4.575 -0.710
H 0.629 4.485 0.146
H -0.983 6.956 2.982
H -2.053 7.175 1.564
```

***

[3]
ORCA calculation (ωB97M-V/def2-TZVPD) on one molecule with the formula C2H5OPS2 in a non-equilibrium geometry.

For the energy, the calculation gives -35160.731 eV. The calculation puts the energy above the lowest of the compared OMol25 structures with the same formula, charge and spin at 1.506 eV. The total charge is 0. The SMILES is CCSOP=S. The HOMO energy is -8.890 eV.

XYZ file:
```
11
C2H5OPS2 ωB97M-V/def2-TZVPD
C 0.537 0.204 0.020
C -1.002 -0.117 -0.090
S -1.944 1.405 -0.005
O -3.480 0.877 0.335
P -5.002 0.612 -0.146
S -5.191 -1.354 0.046
H 0.484 1.321 -0.283
H 1.097 0.033 0.960
H 1.122 -0.211 -0.798
H -1.381 -0.783 0.754
H -1.104 -0.579 -1.153
```

***

Repeat the second record exactly.
ORCA calculation (ωB97M-V/def2-TZVPD) on a 4-piece molecular cluster, C18H29O12S3 overall in a non-equilibrium geometry.

For the energy, the calculation gives -76203.726 eV. The total charge is -1. The HOMO energy is -4.093 eV.

XYZ file:
```
62
C18H29O12S3 ωB97M-V/def2-TZVPD
C -0.188 -5.557 2.782
C 0.045 -6.240 1.669
C 0.313 -6.746 0.172
C -0.377 -5.720 -0.913
O 0.654 -5.119 -1.780
O 0.463 -3.787 -1.885
O 1.718 -6.856 -0.203
C 2.601 -6.448 0.850
O 2.958 -5.227 1.068
C -0.303 -8.265 0.043
O -1.491 -8.520 -0.388
O 0.506 -9.388 0.392
H -0.679 -5.038 3.695
H -1.166 -6.271 -1.553
H -0.907 -4.829 -0.397
H 0.755 -3.393 -1.021
H 3.078 -7.274 1.522
C -0.083 0.337 2.894
C -1.562 0.004 3.097
C -2.006 -0.852 1.911
S -0.547 -1.719 1.344
O -0.219 -1.249 0.016
O -0.676 -3.124 1.654
C 0.586 -0.974 2.503
H 0.365 0.762 3.795
H 0.024 1.068 2.086
H -1.683 -0.563 4.027
H -2.171 0.907 3.182
H -2.768 -1.578 2.201
H -2.374 -0.236 1.088
H 1.561 -0.837 2.035
H 0.672 -1.644 3.363
C 1.470 1.169 -4.484
C 0.241 0.409 -3.984
C -0.022 0.857 -2.546
S 0.614 2.523 -2.417
O 1.730 2.520 -1.497
O -0.494 3.446 -2.286
C 1.251 2.621 -4.080
H 1.598 1.068 -5.564
H 2.370 0.777 -3.998
H -0.622 0.659 -4.611
H 0.384 -0.673 -4.040
H -1.088 0.858 -2.313
H 0.515 0.234 -1.828
H 2.165 3.214 -4.095
H 0.486 3.092 -4.703
C 0.060 7.253 1.074
C -0.051 6.516 -0.262
C -0.306 5.040 0.047
S -1.145 4.998 1.626
O -0.280 4.355 2.590
O -2.518 4.588 1.426
C -1.107 6.757 1.917
H 0.029 8.337 0.943
H 1.008 6.997 1.559
H -0.893 6.924 -0.833
H 0.849 6.642 -0.869
H -0.935 4.575 -0.710
H 0.629 4.485 0.146
H -0.983 6.956 2.982
H -2.053 7.175 1.564
```